1.
Computed, not measured: C43H70FN5OPPdS as an isolated structure, with ωB97M-V/def2-TZVPD.

Summary:
Energy relative to the best compared isomer or geometry (same formula, charge and spin) ... 42.1 kcal/mol
Total charge ... -1

XYZ file:
```
123
C43H70FN5OPPdS (ωB97M-V/def2-TZVPD)
Pd -0.20 0.94 0.70
S 0.95 1.22 -3.52
P -1.54 2.37 -0.45
F -1.48 -1.57 0.72
O 1.08 0.96 -2.07
N -0.01 -0.45 2.88
N 3.59 0.20 -0.49
N 3.19 1.15 0.38
N 1.77 -0.50 0.44
N 2.11 0.72 0.92
C -2.58 -3.02 2.15
C -4.79 2.14 -2.64
C -1.65 -2.03 1.98
C 4.81 0.36 -1.26
C -2.56 4.03 1.58
C -1.33 5.15 -1.47
C -0.40 6.37 -1.38
C -4.89 0.77 -3.34
C 6.28 0.20 0.79
C -2.33 1.81 -2.06
C 1.04 0.89 4.64
C -3.78 4.76 2.18
C 2.98 -1.08 4.99
C 2.10 -2.46 3.09
C -2.06 -3.11 4.47
C -5.02 3.86 2.21
C -4.60 2.39 2.34
C -3.82 1.94 1.09
C -2.84 0.37 -1.93
C -0.58 3.84 -1.12
C 3.02 0.05 5.79
C -0.85 -1.50 3.03
C 0.09 2.06 4.49
C -3.38 2.72 -2.74
C 5.89 -1.84 -0.64
C 0.98 6.01 -1.92
C 2.69 -0.80 -0.44
C 2.00 -1.25 4.02
C -1.11 -2.11 4.29
C 0.46 2.82 3.21
C 1.79 -3.78 3.80
C -3.58 -0.03 -3.21
C 6.03 -0.32 -0.63
C 0.62 4.14 -0.22
C 2.06 1.03 5.59
C 1.66 4.99 -0.98
C -2.81 -3.58 3.41
C 0.97 -0.28 3.84
C 2.61 1.08 -4.24
C -1.39 1.67 4.48
C 3.50 -2.54 2.47
C 0.33 -0.31 -4.26
C -3.01 3.10 0.45
H 0.17 2.21 2.34
H 2.31 4.33 -1.56
H 0.75 -3.81 4.11
H -0.31 6.71 -0.35
H -0.17 3.44 -2.05
H -5.71 0.20 -2.90
H 0.88 -1.14 -3.81
H 0.30 4.66 0.68
H 5.14 -2.16 0.08
H -3.80 -1.10 -3.21
H 0.45 -0.28 -5.34
H 4.64 -0.05 -2.25
H -2.22 -3.52 5.46
H -3.12 1.14 1.37
H -5.13 0.91 -4.40
H 2.73 -1.68 -1.05
H -0.04 3.79 3.16
H -5.48 1.76 2.46
H -1.72 5.09 -2.49
H 6.88 -0.04 -1.26
H -4.00 2.27 3.24
H 3.52 -3.26 1.65
H -5.51 2.83 -3.08
H 1.97 -4.63 3.12
H -3.65 3.65 -0.24
H 2.57 1.27 -5.31
H 2.08 1.93 6.20
H 2.99 0.08 -4.03
H 3.74 -1.85 5.12
H -3.13 -3.36 1.28
H -1.46 1.77 -2.73
H 1.54 2.99 3.16
H 6.49 1.27 0.79
H -2.07 3.42 2.34
H -1.83 4.76 1.23
H -3.51 0.26 -1.08
H -2.19 5.31 -0.81
H -3.38 3.72 -2.30
H 1.61 6.90 -2.02
H 5.61 -2.21 -1.63
H 2.29 5.51 -0.25
H 3.78 0.17 6.54
H -3.13 2.85 -3.80
H -4.52 1.53 0.37
H 2.43 -3.91 4.68
H 4.25 -2.85 3.21
H -1.65 1.21 3.52
H -3.53 5.08 3.19
H 3.80 -1.56 2.08
H 4.98 1.43 -1.34
H -5.60 3.98 1.29
H 7.13 -0.32 1.24
H -0.55 -1.75 5.15
H -5.06 2.03 -1.59
H -2.94 0.17 -4.07
H -0.83 7.20 -1.95
H 6.84 -2.31 -0.36
H 3.23 1.83 -3.75
H 0.86 5.58 -2.92
H 1.39 -2.31 2.28
H -3.99 5.66 1.60
H -1.62 0.96 5.27
H -2.02 2.56 4.62
H -3.55 -4.36 3.54
H -1.99 -0.29 -1.73
H 5.41 0.03 1.42
H 1.06 3.20 0.10
H -5.67 4.15 3.04
H -0.72 -0.39 -3.99
H 0.25 2.72 5.35
```

Here are the Mulliken charges for atoms 1 to 8, given in e: -0.358, 0.572, -0.028, -0.116, -0.670, 2.293, 1.588, -1.523

---

2.
Computed, not measured: an isolated ion of composition C3H7N2O and charge +1, with ωB97M-V/def2-TZVPD.

Summary:
Energy relative to the best compared isomer or geometry (same formula, charge and spin) ... 55.3 kcal/mol
Total charge ... +1
SMILES ... N/C(C=O)=C/[NH3+]

XYZ file:
```
13
C3H7N2O (ωB97M-V/def2-TZVPD)
O 2.15 -0.88 -0.05
N -1.45 -1.48 0.03
N 1.05 1.42 0.06
C 1.03 -1.38 0.02
C -0.25 0.69 -0.02
C -0.41 -0.65 -0.08
H 1.53 1.32 -0.84
H 1.58 0.86 0.75
H -2.30 -1.12 0.35
H 0.94 2.41 0.28
H -1.59 -2.28 -0.51
H -1.10 1.46 -0.06
H 0.79 -2.38 0.17
```

Here are the Mulliken charges for atoms 1 to 8, given in e: -0.536, -0.437, -0.302, 0.070, -0.248, 0.183, 0.359, 0.393

---

3.
Computed, not measured: a 2-piece molecular cluster, C26H55BF9N5O3PS overall, with ωB97M-V/def2-TZVPD.

Summary:
Total charge ... +1

XYZ file:
```
101
C26H55BF9N5O3PS (ωB97M-V/def2-TZVPD)
S -8.55 -2.37 -0.01
P 1.80 1.42 -1.57
F -7.65 1.46 1.14
F -10.29 -2.20 0.18
F -6.28 -0.45 1.41
F -6.91 -2.67 -0.36
F -9.65 0.04 0.58
F -8.85 -2.41 -1.73
F -8.37 -2.45 1.68
F -8.63 -0.13 -1.57
F -8.81 -4.06 -0.01
O -0.47 -4.35 -0.55
O -1.64 -0.76 1.61
O -0.61 0.81 3.10
N -0.18 -4.11 -3.60
N 5.55 3.53 2.00
N 1.22 2.89 -2.06
N 0.89 -0.97 -0.54
N 2.27 -0.85 -0.40
C -2.98 -0.62 -3.04
C 2.80 -1.58 0.81
C -1.81 -0.84 -1.90
C 6.62 4.48 1.69
C -3.07 -3.71 -0.90
C 1.15 -4.05 -4.32
C 5.71 2.80 3.26
C -4.10 0.49 -2.49
C 5.49 3.57 4.56
C -0.88 -2.17 -2.12
C 3.25 -0.49 1.98
C 3.92 4.51 0.36
C -0.92 -2.77 -3.68
C -7.14 0.23 0.43
C 3.79 -2.78 3.42
C -0.78 0.41 1.81
C -5.32 -0.25 -1.61
C 4.18 4.00 1.78
C -6.16 0.87 -0.77
C 0.35 0.44 -0.72
C 6.62 5.82 2.42
C 3.45 -1.17 3.46
C 0.03 1.25 0.66
C -8.44 -0.53 -0.12
C -0.91 0.50 -1.83
C 0.69 -1.79 -1.83
B -1.45 -3.43 -1.17
H -0.35 0.62 -2.89
H 4.18 3.74 -0.39
H 4.45 -3.10 2.49
H 7.27 6.52 1.90
H 4.57 4.17 4.54
H 2.13 -2.46 1.20
H -2.39 -1.00 -0.87
H 5.62 6.27 2.46
H 3.48 3.17 1.95
H -3.70 -3.61 -1.89
H 2.86 4.75 0.24
H -1.48 1.51 -1.61
H 6.60 4.68 0.61
H -3.42 -2.81 -0.19
H 6.70 2.34 3.29
H 4.43 -3.04 4.38
H 2.01 -4.07 -3.49
H -2.03 -3.04 -4.02
H -0.74 -5.31 -0.68
H -0.80 -4.81 -4.07
H 3.82 -2.10 0.46
H -3.26 -4.70 -0.31
H 0.42 -1.53 0.21
H 1.15 -1.21 -2.75
H 4.32 -0.10 1.64
H 4.49 5.41 0.14
H -0.66 2.18 0.36
H 2.75 -1.30 -1.23
H 2.87 1.73 -0.62
H 1.27 -3.18 -5.09
H 4.38 -0.63 3.96
H 1.02 1.74 1.10
H 2.50 -0.91 4.11
H -4.51 1.07 -3.43
H -0.47 -2.02 -4.46
H -3.58 -1.64 -3.10
H -5.36 1.52 -0.17
H -1.17 -1.62 1.83
H 7.00 5.72 3.44
H 7.59 3.99 1.85
H 2.30 0.72 -2.74
H -2.58 -0.34 -4.10
H 5.01 1.95 3.25
H 0.22 2.99 -1.82
H 2.55 0.44 1.96
H 3.90 4.79 2.48
H 2.79 -3.43 3.51
H -6.76 1.65 -1.42
H 1.28 -2.82 -1.74
H 1.26 -5.08 -4.91
H -4.84 -1.01 -0.86
H -6.07 -0.76 -2.39
H -3.65 1.29 -1.77
H 6.33 4.23 4.78
H 5.41 2.87 5.40
```

Here are the Mulliken charges for atoms 1 to 8, given in e: 1.118, 0.894, -0.323, -0.325, -0.255, -0.235, -0.260, -0.339

---

4.
Computed, not measured: a 4-piece molecular cluster, C8H16Cl8 overall, with ωB97M-V/def2-TZVPD.

Summary:
Energy relative to the best compared isomer or geometry (same formula, charge and spin) ... 0.0 kcal/mol
SMILES ... ClCCCl.ClCCCl.ClCCCl.ClCCCl

XYZ file:
```
32
C8H16Cl8 (ωB97M-V/def2-TZVPD)
Cl 1.21 -2.87 -6.45
Cl 0.30 -2.61 -0.17
Cl -2.48 -1.48 2.93
Cl 0.23 -1.11 -3.67
Cl 1.53 1.57 -0.25
Cl -2.76 1.91 -0.74
Cl -0.35 2.12 3.45
Cl 1.33 4.13 5.61
C 0.89 -3.49 -4.81
C -0.98 -2.75 1.08
C -1.22 -1.37 1.67
C 1.94 3.41 4.10
C -0.24 -2.77 -4.14
C -0.11 1.42 -0.98
C -1.11 2.04 -0.03
C 0.88 3.31 3.04
H -0.32 -0.98 2.12
H -0.49 -3.28 -3.21
H -1.58 -0.67 0.91
H 0.64 -4.55 -4.92
H -1.10 -2.70 -4.80
H 1.81 -3.43 -4.23
H -0.61 -3.42 1.84
H -1.11 1.59 0.95
H -0.25 0.35 -1.14
H 2.77 4.01 3.72
H -0.09 1.93 -1.94
H 2.33 2.43 4.35
H 0.36 4.26 2.91
H -1.87 -3.15 0.61
H -0.91 3.10 0.07
H 1.33 3.03 2.09
```

Here are the Mulliken charges for atoms 1 to 8, given in e: -0.182, -0.193, -0.204, -0.161, -0.229, -0.199, -0.180, -0.189

---

5.
Computed, not measured: CH4InNO4 as an isolated structure, with ωB97M-V/def2-TZVPD.

Summary:
Energy relative to the best compared isomer or geometry (same formula, charge and spin) ... 0.0 kcal/mol
Total charge ... +2

XYZ file:
```
11
CH4InNO4 (ωB97M-V/def2-TZVPD)
In -0.83 2.73 -1.50
O -1.57 -2.28 -2.09
O 0.13 1.20 0.86
O -0.85 -1.67 -0.27
O -0.93 -0.23 -1.83
N -1.12 -1.34 -1.39
C 1.14 0.21 1.09
H 2.00 0.65 1.61
H 0.77 -0.62 1.69
H -0.16 1.53 1.71
H 1.43 -0.17 0.11
```

Here are the Mulliken charges for atoms 1 to 8, given in e: 1.020, -0.132, -0.325, -0.199, -0.303, 1.169, -0.531, 0.336

---

6.
Computed, not measured: C37H46F3N4S4SbTa as an isolated structure, with ωB97M-V/def2-TZVPD.

Summary:
Energy relative to the best compared isomer or geometry (same formula, charge and spin) ... 75.4 kcal/mol
Total charge ... +3

XYZ file:
```
96
C37H46F3N4S4SbTa (ωB97M-V/def2-TZVPD)
Ta -1.23 0.22 -0.11
Sb 2.23 3.85 -1.73
S -0.63 1.32 -2.63
S -3.24 2.00 -0.82
S -0.14 2.19 0.78
S -2.83 -1.12 -1.82
F -0.74 4.89 2.08
F -0.24 4.03 4.00
F -2.04 5.20 3.78
N 0.05 -2.75 1.42
N 0.21 -1.27 -0.44
N -2.33 1.11 1.57
N 1.81 -2.93 0.03
C -3.72 1.46 3.84
C 3.06 4.25 -3.66
C 3.10 -3.56 2.02
C 2.75 -6.27 1.34
C -3.23 2.69 3.54
C -1.26 4.32 3.18
C 0.10 -3.38 -2.53
C -2.00 3.05 2.82
C 1.75 -1.96 -3.79
C 3.63 -4.58 2.81
C -0.99 -1.11 4.38
C 2.21 -5.29 0.53
C -0.74 -2.19 3.61
C 0.94 -2.13 -2.67
C -2.13 0.02 2.51
C -2.06 -0.97 -3.47
C -1.54 2.26 1.84
C -4.39 -0.20 -2.12
C 1.01 -1.14 -1.67
C 4.04 4.10 -0.61
C 2.75 0.02 -2.86
C 1.94 -0.11 -1.75
C -0.16 -3.46 4.16
C -1.48 2.94 -2.66
C -4.65 0.90 -1.10
C -3.09 0.12 3.69
C -1.52 -0.96 1.60
C -1.58 0.15 3.92
C 3.46 -5.91 2.48
C 2.39 -3.95 0.88
C 0.68 -2.30 0.31
C -0.82 -1.98 2.17
C 2.64 -0.90 -3.89
C -1.61 0.42 -3.88
C 3.28 -2.11 2.39
C 1.40 5.80 -1.41
C -2.97 2.86 -2.39
H -0.27 -3.48 5.24
H 2.02 0.61 -0.94
H -0.75 -3.25 -1.86
H -4.68 1.45 4.35
H -4.32 0.21 -3.13
H 2.19 6.55 -1.47
H 2.43 -1.73 2.96
H -0.98 0.32 -4.77
H -4.87 0.47 -0.12
H -1.29 3.39 -3.64
H 0.92 5.87 -0.44
H -1.22 -1.66 -3.45
H 1.71 -2.70 -4.58
H -3.52 2.36 -3.19
H -2.45 1.04 -4.17
H -0.96 3.54 -1.92
H 2.32 -2.64 -0.79
H 4.28 5.16 -0.53
H 4.85 3.59 -1.13
H 4.20 -4.31 3.69
H 3.89 -6.68 3.11
H 0.71 -4.19 -2.14
H 0.91 -3.55 3.94
H -5.19 -0.93 -2.11
H -5.52 1.49 -1.39
H -3.32 1.38 1.59
H -3.38 3.86 -2.28
H 3.95 3.68 0.39
H -0.67 -4.34 3.76
H 0.54 -3.50 1.91
H 3.69 5.14 -3.61
H 3.67 3.41 -4.00
H 3.46 0.83 -2.92
H 2.63 -7.32 1.08
H -3.81 3.54 3.89
H -3.65 -0.73 4.04
H 4.16 -1.99 3.01
H 2.27 4.42 -4.39
H 3.41 -1.48 1.51
H 0.66 6.03 -2.18
H -0.73 -1.15 5.44
H -2.79 -1.36 -4.18
H -0.26 -3.71 -3.50
H -1.18 1.07 4.32
H 1.66 -5.55 -0.36
H 3.27 -0.82 -4.77
```

Here are the Mulliken charges for atoms 1 to 8, given in e: 0.280, 0.345, 0.721, 0.245, -0.336, 0.133, -0.220, -0.258

---

Going through the records in order, we get HOMO level values of -2.82, -13.89, -9.96, -10.86, -19.78, -14.56 eV.
Going through the records in order, we get calculated total energy values of -81546.66147, -8243.74282, -86682.63344, -108736.06349, -15926.21340, -104634.41654 eV.
Going through the records in order, we get E_LUMO values of 1.756, -4.369, -3.941, 0.549, -15.912, -10.261 eV.